The following is a quantum chemistry calculation of a single C15H13F3N4O2 molecule, from the Open Molecules 2025 dataset.

Calculated values
**Highest occupied orbital energy**: -7.683 eV
**SMILES**: Cc1cc2nc(N)[nH]c(=O)c2n1Cc1ccc(OC(F)(F)F)cc1
**Maximum force**: 0.08875 Eh/bohr

Last column: Löwdin charge in e.
Cartesian coordinates (Å):
O (-0.58271, 0.74182, -3.12270)  0.0693
F (5.45945, -4.33705, 2.34506)  0.1716
F (3.68272, -5.47790, 1.49894)  0.1265
F (3.64348, -4.07216, 3.30842)  0.1024
N (-1.68398, 3.95760, -1.16370)  0.1306
O (3.90806, -3.15622, 1.12964)  0.0721
C (-0.72983, 1.68225, -2.41606)  -0.4302
C (-1.16679, 3.97694, -2.32944)  -0.4811
C (-2.38488, 2.28068, 0.77618)  0.0134
C (-1.67580, 2.75505, -0.44175)  -0.1526
C (-1.19090, 1.54965, -0.97555)  -0.0738
C (-2.14365, 0.97995, 0.95680)  -0.2925
C (1.46879, -2.82358, 1.63253)  0.0089
C (2.57781, -1.67597, -0.19415)  -0.0157
C (0.21043, -2.23782, 1.23444)  -0.0045
C (1.40964, -1.06435, -0.57391)  -0.0205
C (2.65116, -2.61457, 0.89070)  -0.2302
C (0.16924, -1.40223, 0.09055)  -0.1945
N (-1.07826, 5.22600, -2.85989)  0.1287
N (-0.70281, 2.90044, -2.99636)  0.1972
N (-1.38301, 0.47534, -0.08778)  0.0156
C (4.16299, -4.27855, 2.03323)  -0.5003
C (-2.70551, 0.21977, 2.10824)  -0.0179
C (-1.13017, -0.95190, -0.50574)  -0.0673
H (-3.05908, 2.86496, 1.37378)  0.1056
H (1.54490, -3.42162, 2.53095)  0.0996
H (3.59360, -1.36686, -0.63580)  0.1452
H (-0.69464, -2.31573, 1.79522)  0.0867
H (1.43620, -0.30306, -1.37598)  0.1184
H (-1.39847, 5.98006, -2.21445)  0.1302
H (-0.47239, 5.36708, -3.65466)  0.0930
H (-0.02617, 2.99078, -3.71779)  0.1582
H (-2.72590, 0.85134, 2.97674)  0.0768
H (-2.07122, -0.59747, 2.45066)  0.0629
H (-3.69545, -0.17278, 1.92593)  0.0833
H (-2.04064, -1.48768, -0.13062)  0.1327
H (-1.17621, -1.04222, -1.66168)  0.1520

Forces on atoms 1 to 6 (eV/Å):
O 1.4 -3.1 -2.0
F -0.6 -0.3 -1.9
F 1.1 2.6 1.2
F -0.7 -0.4 -2.1
N -0.7 -1.2 2.3
O 1.0 -2.4 2.0

=====

The following is a quantum chemistry calculation of a molecular structure, C15H13IrN11O7S2, from the Open Molecules 2025 dataset.

Calculated values
**Highest occupied orbital energy**: -11.367 eV
**Charge**: +1
**Maximum force**: 0.01271 Eh/bohr
**Energy relative to the best compared isomer or geometry (same formula, charge and spin)**: 3.8 kcal/mol

Last column: Löwdin charge in e.
Cartesian coordinates (Å):
Ir (0.33408, -0.34066, -0.85837)  1.1921
C (3.33504, -4.14451, -2.89563)  -0.4196
S (4.11207, -2.97800, -1.76601)  0.9163
C (2.80742, -1.93717, -1.31238)  -1.0465
S (1.22529, -2.14975, -2.00052)  0.6544
N (3.16709, -1.00553, -0.46264)  -0.0492
N (2.15023, -0.17593, -0.11197)  -0.2039
C (2.34867, 0.75363, 0.75134)  -0.0283
C (1.20599, 1.59280, 1.09301)  -0.2429
C (1.27534, 2.60273, 2.03574)  0.0199
C (0.13426, 3.33647, 2.32184)  -0.0118
C (-1.04280, 3.04596, 1.65122)  -0.0162
C (-1.03975, 2.02476, 0.71632)  -0.0900
N (0.05161, 1.31300, 0.44373)  -0.0286
H (4.13555, -4.81991, -3.19160)  0.0426
H (2.94224, -3.64512, -3.77755)  0.0299
H (2.55478, -4.71163, -2.39448)  0.0358
H (3.32327, 0.87647, 1.20442)  0.1513
H (2.20998, 2.79576, 2.54337)  0.1324
H (0.16458, 4.12493, 3.06130)  0.1259
H (-1.95340, 3.59497, 1.84183)  0.1210
H (-1.93658, 1.76117, 0.16814)  0.1211
O (-4.94352, -0.56822, 4.49752)  0.1094
N (-4.99331, -0.57006, 3.28803)  -0.3502
O (-5.98310, -0.37808, 2.61514)  0.1020
C (-3.73393, -0.82324, 2.56487)  -0.1097
C (-3.74532, -0.83158, 1.18872)  0.0992
C (-2.54354, -1.04838, 0.53421)  -0.0735
C (-1.30637, -1.29158, 1.19545)  -0.2937
O (-0.22439, -1.67011, 0.60149)  -0.1844
C (-1.39515, -1.23269, 2.60395)  -0.0429
C (-2.57179, -1.03392, 3.28399)  0.1098
N (-0.16763, -1.36312, 3.40804)  -0.3305
O (0.81543, -0.77084, 3.00709)  0.0983
O (-0.23275, -2.01860, 4.41907)  0.1345
N (-2.62755, -1.04285, -0.91238)  -0.2699
O (-3.66261, -1.33045, -1.43941)  0.1771
O (-1.66454, -0.62742, -1.60840)  -0.1139
H (-4.66864, -0.68179, 0.64855)  0.1438
H (-2.58924, -1.03000, 4.36577)  0.1480
N (3.12220, 2.47820, -4.35104)  0.1620
N (2.01226, 1.92810, -3.74918)  -0.2603
N (0.79298, 2.24753, -4.11308)  0.1645
C (0.07018, 1.59279, -3.21929)  -0.1412
N (0.85970, 0.92675, -2.36902)  -0.1700
N (2.11293, 1.15246, -2.72324)  0.1288
H (2.88377, 2.67729, -5.31649)  0.1158
H (3.88444, 1.81208, -4.28551)  0.1155
H (-1.00546, 1.58329, -3.19596)  0.1258

Forces on atoms 1 to 6 (eV/Å):
Ir 0.1 -0.4 0.1
C 0.0 0.0 0.0
S 0.0 0.0 0.0
C 0.0 0.1 -0.1
S 0.0 0.0 0.0
N -0.1 -0.1 0.0

=====

The following is a quantum chemistry calculation of a molecular structure, C15H13N3O10Ru, from the Open Molecules 2025 dataset.

Calculated values
**Highest occupied orbital energy (alpha / beta)**: -6.544 / -6.863 eV
**Spin multiplicity**: 6
**Charge**: -1
**Maximum force**: 0.05475 Eh/bohr
**Energy relative to the best compared isomer or geometry (same formula, charge and spin)**: 14.8 kcal/mol

Last column: Mulliken spin population.
Cartesian coordinates (Å):
Ru (0.69636, -0.48886, 1.18481)  4.0722
O (-0.97744, 5.03754, -0.30399)  0.0028
C (-0.37314, 3.96874, 0.25941)  0.0096
C (-0.89144, 3.33754, 1.39211)  -0.0054
C (-0.23614, 2.23034, 1.89171)  0.0058
N (0.86146, 1.74514, 1.32681)  0.1211
C (1.38996, 2.35744, 0.27091)  0.0085
C (0.81066, 3.47664, -0.29759)  -0.0085
C (2.62106, 1.63704, -0.32959)  -0.0116
O (3.41896, 2.28084, -0.99239)  0.0151
O (2.61606, 0.39344, -0.11759)  0.0910
C (-0.73304, 1.43954, 3.14031)  0.0008
O (-1.44664, 2.03224, 3.93021)  0.0173
O (-0.29814, 0.26594, 3.17831)  0.1315
H (-1.79474, 5.23934, 0.17111)  -0.0004
H (-1.80234, 3.66524, 1.87421)  -0.0001
H (1.26136, 3.94134, -1.16009)  -0.0004
O (-3.42254, 0.37604, -3.30979)  0.0005
C (-2.22524, 0.30174, -3.84889)  -0.0005
O (-2.04364, 0.39644, -5.04239)  0.0004
C (-1.08204, 0.08184, -2.92539)  -0.0119
C (0.25506, 0.07714, -3.29839)  -0.0005
N (0.97906, -0.21046, -2.20969)  -0.0117
N (0.19846, -0.38176, -1.15039)  0.1112
C (-1.05514, -0.20526, -1.53919)  -0.0014
C (-2.10444, -0.24116, -0.45019)  0.0097
O (-3.27284, 0.04654, -0.74209)  0.0099
O (-1.66094, -0.54206, 0.68051)  0.0875
H (-3.43414, 0.26974, -2.29679)  0.0011
H (0.68916, 0.27294, -4.25589)  0.0006
H (1.98546, -0.20576, -2.05949)  -0.0005
C (1.06236, -4.29306, 2.77571)  0.0189
C (0.84296, -3.28816, 1.62861)  -0.0019
C (1.03736, -3.95686, 0.25311)  0.0086
O (1.70416, -2.23896, 1.76751)  0.3198
H (0.35206, -5.11436, 2.71541)  0.0004
H (0.94086, -3.77406, 3.72431)  -0.0014
H (2.07756, -4.68076, 2.71731)  0.0015
H (-0.21764, -2.92816, 1.68391)  0.0130
H (2.06996, -4.28376, 0.15401)  -0.0013
H (0.82526, -3.22466, -0.52939)  -0.0008
H (0.37586, -4.81246, 0.13891)  -0.0005

Forces on atoms 1 to 6 (eV/Å):
Ru 0.4 -0.5 0.5
O 0.0 0.0 -0.1
C 0.1 -0.4 0.4
C 0.1 0.1 -0.1
C -0.6 0.1 0.7
N -0.1 -0.4 -0.2

=====

The following is a quantum chemistry calculation of a single C15H13N3O3S molecule, from the Open Molecules 2025 dataset.

Calculated values
**Highest occupied orbital energy**: -8.568 eV
**SMILES**: O=C(Cc1cccs1)N/N=C/C=C/c1ccccc1[N+](=O)[O-]
**Maximum force**: 0.02841 Eh/bohr
**Energy relative to the best compared isomer or geometry (same formula, charge and spin)**: 85.1 kcal/mol

Last column: Löwdin charge in e.
Cartesian coordinates (Å):
O (-5.07366, -2.55675, 0.13386)  0.0787
C (-4.17527, -1.79034, 0.38233)  -0.4844
N (-2.87813, -2.11935, 0.08147)  0.0505
N (-1.84707, -1.32508, 0.36249)  0.0526
C (-0.66618, -1.66081, 0.01009)  -0.1334
C (0.43388, -0.79952, 0.31272)  -0.0621
C (1.70004, -1.08576, -0.03563)  -0.0439
C (2.83859, -0.23942, 0.26268)  -0.1342
C (2.85514, 0.53668, 1.42760)  -0.0194
C (3.94345, 1.31378, 1.76677)  -0.0595
C (5.07301, 1.33453, 0.95885)  -0.0617
C (5.09346, 0.57495, -0.19200)  0.0050
C (3.99001, -0.19633, -0.54340)  -0.0991
N (4.07491, -0.91503, -1.78622)  -0.3491
O (5.18541, -1.16584, -2.20742)  0.0839
O (3.04452, -1.21985, -2.35226)  0.0832
H (5.95218, 0.57183, -0.84640)  0.1207
H (5.92573, 1.93851, 1.22513)  0.1078
H (3.91840, 1.90263, 2.67116)  0.1090
H (1.99982, 0.50015, 2.08380)  0.1132
H (1.89025, -1.99244, -0.59341)  0.1115
H (0.17728, 0.12434, 0.80957)  0.1088
H (-0.46193, -2.59310, -0.52709)  0.1298
H (-2.72888, -3.01177, -0.40001)  0.1664
C (-4.34523, -0.41893, 1.00922)  -0.1185
C (-3.96401, 0.64700, 0.03627)  -0.5520
C (-2.95202, 1.55006, 0.12896)  -0.1524
C (-2.86570, 2.40266, -0.99480)  -0.1891
C (-3.81149, 2.13092, -1.92705)  -0.4167
S (-4.83109, 0.82820, -1.45483)  1.0448
H (-3.97991, 2.61293, -2.86931)  0.0577
H (-2.13127, 3.18108, -1.09920)  0.0989
H (-2.29073, 1.60605, 0.97416)  0.1058
H (-3.70183, -0.34526, 1.88672)  0.1226
H (-5.39168, -0.32072, 1.30522)  0.1247

Forces on atoms 1 to 6 (eV/Å):
O -0.2 -0.1 -0.1
C 0.1 0.3 0.3
N 0.1 -1.2 -0.6
N 0.6 0.5 0.4
C -0.8 -0.6 -0.2
C 1.0 0.3 0.0